[1]
170
Properties=species:S:1:pos:R:3:mulliken_charge:R:1 method="wB97M-V/def2-TZVPD" homo_ev=-7.260 total_charge=0 orbital_gap_ev=7.6
C 6.3451 -3.6675 -1.4918 -1.356
C 5.8923 -2.7508 -2.6150 0.664
N 5.9309 -3.0687 -3.8397 -0.583
C 5.3807 -1.4093 -2.1845 -1.365
C 3.9399 -1.4489 -1.6063 1.795
C 2.9919 -0.7528 -2.5751 -1.641
C 2.9115 -1.3309 -3.9961 -1.470
C 2.0103 -2.5571 -4.1769 1.870
C 2.6880 -3.8831 -3.8197 -1.692
C 1.6604 -2.6111 -5.6935 -1.142
C 1.1079 -3.9539 -6.1945 -0.442
C 0.0538 -3.6884 -7.2803 -1.000
C -1.1251 -3.0926 -6.9215 0.840
C -1.9707 -3.7036 -5.8156 -1.062
C -1.5352 -1.8190 -7.5961 -1.289
O 4.0575 -0.7947 -0.3436 -0.418
C 2.8645 -0.5390 0.3683 -0.461
C 1.9505 -1.7552 0.5849 -0.766
N 0.6595 -1.5193 -0.1310 -0.076
C -0.3738 -2.3944 0.2597 -0.063
Br -1.7487 -1.6286 1.3573 -0.201
C -0.4468 -3.6669 -0.1177 0.312
C 0.5621 -4.3132 -1.0241 -0.729
Br -1.8828 -4.7926 0.4303 -0.166
C 3.3557 -0.0383 1.7429 0.652
F 4.2863 0.9334 1.5041 -0.405
F 3.9716 -1.0937 2.3466 -0.356
C 2.2777 0.5701 2.6251 -0.666
C 2.7118 0.6094 4.1089 -0.831
Si 1.4916 -0.0937 5.3745 0.243
C 0.0026 -0.9537 4.6179 -1.371
C 0.8404 1.3197 6.4455 -1.061
C 2.2996 -1.2957 6.5883 0.620
C 3.4187 -0.9433 7.3549 -0.416
C 3.9597 -1.8430 8.2650 -0.590
C 3.4125 -3.1082 8.4449 -0.545
C 2.3075 -3.4788 7.6822 -0.631
C 1.7630 -2.5771 6.7699 -0.336
H 7.4011 -3.4612 -1.3147 0.352
H 5.8188 -3.3741 -0.5821 0.252
H 6.1507 -4.7074 -1.7357 0.431
H 6.3213 -4.0056 -3.9455 0.285
H 6.0366 -0.9875 -1.4221 0.541
H 5.4209 -0.7232 -3.0282 0.438
H 3.7058 -2.5073 -1.4557 -0.166
H 3.3740 0.2695 -2.6710 0.298
H 1.9704 -0.6621 -2.2041 0.425
H 2.4741 -0.5418 -4.6140 0.487
H 3.8801 -1.5610 -4.4415 0.462
H 1.0408 -2.4477 -3.6800 -0.097
H 3.2426 -3.8519 -2.8829 0.282
H 1.9787 -4.7026 -3.7349 0.422
H 3.4097 -4.1184 -4.6018 0.420
H 2.6202 -2.4609 -6.2022 0.271
H 1.0316 -1.7742 -5.9895 0.362
H 0.6288 -4.5492 -5.4131 0.255
H 1.8781 -4.5547 -6.6746 0.400
H 0.2266 -4.0211 -8.2993 0.421
H -1.8555 -4.7819 -5.8246 0.325
H -1.5722 -3.3833 -4.8425 0.110
H -3.0100 -3.4028 -5.9135 0.355
H -1.2070 -1.0104 -6.9377 0.237
H -2.5961 -1.7297 -7.8380 0.380
H -0.9244 -1.7121 -8.4960 0.374
H 2.3359 0.2967 -0.1032 0.621
H 2.4022 -2.6959 0.2971 0.396
H 1.7027 -1.8466 1.6456 0.170
H 0.3547 -0.6037 0.1815 0.365
H 1.5848 -4.2294 -0.6707 0.267
H 0.4354 -3.8965 -2.0213 -0.103
H 0.3352 -5.3739 -1.0976 0.546
H 1.3296 0.0600 2.4473 0.083
H 2.1500 1.5995 2.2978 0.475
H 2.8574 1.6547 4.3854 0.400
H 3.6728 0.1259 4.2808 0.613
H -0.5384 -1.4750 5.4071 0.512
H 0.2688 -1.7011 3.8700 0.344
H -0.6597 -0.2023 4.1876 0.379
H 0.0594 0.9334 7.1009 0.331
H 0.4399 2.1235 5.8298 0.370
H 1.6590 1.6573 7.0831 0.191
H 3.8467 0.0445 7.2225 0.506
H 4.8071 -1.5509 8.8734 0.392
H 3.8098 -3.8091 9.1656 0.398
H 1.8696 -4.4582 7.8218 0.407
H 0.8925 -2.9168 6.2235 0.218
C -6.7273 -1.6655 -9.4422 -0.623
O -6.1079 -1.9977 -8.1961 -0.251
C -6.9174 -1.9245 -7.1420 0.718
O -8.0790 -1.6134 -7.1597 -0.555
O -6.2138 -2.2567 -6.0586 -0.235
C -6.9575 -2.2224 -4.8390 -0.646
H -5.9675 -1.7625 -10.2123 0.178
H -7.5436 -2.3520 -9.6600 0.311
H -7.0890 -0.6395 -9.4304 0.304
H -7.7832 -2.9305 -4.8715 0.317
H -7.3277 -1.2180 -4.6424 0.301
H -6.2707 -2.5114 -4.0484 0.184
C -4.9813 -4.0811 1.2248 -0.396
O -5.7422 -4.4458 2.3809 -0.300
C -6.7869 -5.2292 2.1232 0.766
O -7.1189 -5.6311 1.0388 -0.540
O -7.4036 -5.4929 3.2756 -0.323
C -8.5527 -6.3315 3.1461 -0.631
H -4.1689 -3.4506 1.5654 0.124
H -4.5741 -4.9645 0.7438 0.114
H -5.5980 -3.5208 0.5230 0.316
H -8.2765 -7.3020 2.7379 0.293
H -9.3052 -5.8587 2.5178 0.294
H -8.9542 -6.4652 4.1464 0.219
C 2.3548 5.5625 8.1255 -0.639
O 1.2296 6.1369 8.7968 -0.273
C 0.2529 5.2671 9.0649 0.700
O 0.2596 4.0964 8.7928 -0.482
O -0.7257 5.9223 9.6845 -0.338
C -1.8467 5.1063 10.0361 -0.597
H 3.0766 6.3585 7.9666 0.227
H 2.8155 4.7902 8.7390 0.291
H 2.0618 5.1537 7.1603 0.306
H -1.5470 4.3175 10.7234 0.285
H -2.3039 4.6784 9.1461 0.280
H -2.5624 5.7578 10.5287 0.217
C -3.7747 -2.1277 -14.0940 -0.602
O -3.7076 -0.7514 -14.4708 -0.323
C -4.3389 0.0758 -13.6379 0.810
O -4.9316 -0.2464 -12.6408 -0.530
O -4.2004 1.3153 -14.0985 -0.318
C -4.8330 2.3168 -13.2953 -0.595
H -3.2266 -2.6838 -14.8490 0.198
H -3.3070 -2.2841 -13.1236 0.283
H -4.8074 -2.4713 -14.0750 0.285
H -4.4062 2.3349 -12.2950 0.286
H -5.9073 2.1469 -13.2467 0.305
H -4.6461 3.2730 -13.7742 0.197
C -1.7524 6.8652 -11.9673 -0.620
O -2.9710 7.4937 -11.5634 -0.324
C -3.9710 6.6475 -11.3269 0.833
O -3.9194 5.4489 -11.4255 -0.539
O -5.0380 7.3556 -10.9620 -0.319
C -6.1956 6.5685 -10.6742 -0.611
H -1.0302 7.6608 -12.1252 0.217
H -1.3873 6.1986 -11.1884 0.290
H -1.8921 6.3179 -12.8976 0.291
H -6.0031 5.8903 -9.8450 0.289
H -6.5090 6.0097 -11.5541 0.281
H -6.9816 7.2632 -10.3932 0.215
C 7.5267 10.0162 9.8827 -0.631
O 6.4279 9.4593 9.1589 -0.319
C 5.3212 9.2984 9.8848 0.773
O 5.1940 9.5764 11.0476 -0.536
O 4.3818 8.7759 9.0975 -0.286
C 3.1279 8.5457 9.7479 -0.608
H 8.3533 10.0929 9.1823 0.218
H 7.2786 11.0084 10.2548 0.296
H 7.8138 9.3656 10.7066 0.293
H 2.7062 9.4799 10.1137 0.385
H 3.2437 7.8353 10.5647 0.314
H 2.4546 8.1251 9.0127 0.127
C 1.9903 0.5217 10.5047 -0.468
O 2.8118 0.0946 11.5968 -0.278
C 2.1871 0.0574 12.7708 0.740
O 1.0359 0.3444 12.9703 -0.544
O 3.0595 -0.3538 13.6928 -0.325
C 2.5189 -0.4405 15.0119 -0.633
H 2.6125 0.4922 9.6159 0.013
H 1.1550 -0.1616 10.3616 0.319
H 1.6323 1.5358 10.6720 0.363
H 1.7021 -1.1590 15.0465 0.292
H 2.1772 0.5351 15.3527 0.295
H 3.3239 -0.7826 15.6559 0.219

---

[2]
168
Properties=species:S:1:pos:R:3:mulliken_charge:R:1 method="wB97M-V/def2-TZVPD" homo_ev="-8.925 / -8.925" s2=6.0077 spin_multiplicity=5 total_charge=+1 orbital_gap_ev="5.0 / 3.9"
Ni 3.8506 -1.9214 1.2490 0.612
Ni 1.1069 2.5176 -4.0754 1.048
N 2.6077 -0.2188 -5.0848 0.739
O 2.8525 -1.3334 -4.6962 -0.471
O 2.9914 0.0180 -6.2415 -0.623
O 2.1976 0.7225 -4.3608 -0.655
C 0.8075 -0.3039 -1.0562 -1.063
C 0.8332 0.8975 -1.7186 1.358
C 2.0159 1.9041 -1.5438 0.681
O 2.1813 3.0264 -2.1991 -0.807
C 2.9259 1.7002 -0.5751 -1.104
C 2.9816 0.4325 0.1602 1.055
C 1.9750 -0.7097 -0.2737 0.158
O 2.1110 -1.7880 0.2568 -1.499
O 3.8179 0.0988 1.0440 -0.532
O -0.0832 1.2269 -2.6044 -0.786
H 0.0164 -1.0244 -1.2030 1.800
H 3.7708 2.3676 -0.4912 0.562
C -0.0755 0.3440 3.2460 0.572
C 0.4185 1.7704 3.7382 2.303
C -0.7534 2.6198 4.2193 -0.908
C -1.3269 2.0740 5.4838 -0.558
C -0.2760 2.0338 6.5773 -1.309
C 1.0593 1.1923 6.2278 1.259
N 1.4151 1.4933 4.8576 -0.038
O 2.6807 0.9613 4.4982 -0.182
C 2.0623 1.8624 7.1714 -1.886
C 0.7269 -0.2732 6.4032 -1.241
C 1.1411 2.4976 2.6122 -2.153
H -0.0220 0.3404 2.1574 -0.418
H -1.0930 -0.0137 3.4041 -0.498
H 0.6435 -0.4216 3.5376 -0.511
H -0.5662 3.6884 4.3253 0.406
H -1.5013 2.4785 3.4391 0.226
H -1.7976 1.1182 5.2535 0.115
H -2.1542 2.7206 5.7763 0.484
H -0.7695 1.5963 7.4452 0.557
H -0.1321 3.0807 6.8442 0.372
H 2.1917 2.8382 6.7033 0.490
H 1.9021 1.7306 8.2414 0.371
H 3.0530 1.4309 7.0285 0.320
H 0.5306 -0.5374 7.4423 0.661
H -0.1086 -0.6935 5.8433 0.184
H 1.6088 -0.8752 6.1844 -0.025
H 1.3012 3.5507 2.8436 0.461
H 0.6449 2.5411 1.6427 0.244
H 2.0864 2.0300 2.3368 0.396
H 3.1891 1.7741 4.4488 0.282
C 1.8618 -4.7308 2.6987 -2.112
C 2.8813 -4.1392 3.7585 0.986
C 3.9183 -5.3016 4.0468 -1.038
C 5.2457 -4.8991 4.7356 -0.674
C 5.8444 -3.6679 4.0712 -1.212
C 4.9339 -2.4764 3.9042 2.015
N 3.6759 -2.9565 3.2523 -0.120
O 2.8022 -1.9051 3.1008 2.098
C 4.7240 -1.8427 5.3064 -1.711
C 5.7191 -1.4151 3.0178 -2.036
C 2.1506 -3.8439 5.1063 -2.089
H 1.3848 -5.6269 3.0957 0.492
H 2.4061 -4.8292 1.7595 0.459
H 1.0308 -4.0844 2.4164 0.425
H 3.4530 -5.9883 4.7538 0.410
H 4.2973 -5.7504 3.1286 0.375
H 6.0450 -5.6272 4.5971 0.442
H 5.1022 -4.8666 5.8157 0.327
H 6.2403 -3.9696 3.1015 0.460
H 6.7783 -3.5511 4.6210 0.323
H 5.6858 -1.4614 5.6493 0.530
H 3.9744 -1.0610 5.4295 0.188
H 4.4666 -2.5917 6.0553 0.321
H 6.6807 -1.1997 3.4836 0.589
H 5.8712 -1.6221 1.9585 0.414
H 5.1687 -0.4746 3.0446 0.309
H 1.5247 -4.7111 5.3168 0.586
H 1.5435 -2.9402 5.1605 0.435
H 2.8463 -3.7978 5.9442 0.330
H 2.2815 -1.7555 3.8933 -0.765
C -3.0344 5.0308 -2.7992 -1.599
C -2.4463 5.3879 -4.1715 2.042
C -3.1380 6.5955 -4.6942 -1.058
C -2.7221 7.8496 -3.9629 -0.677
C -1.1961 7.9930 -4.0120 -1.359
C -0.4019 6.8728 -3.3279 1.759
N -0.9806 5.5995 -3.8671 -0.528
O -0.2749 4.3840 -3.5523 0.402
C 1.0862 7.0636 -3.7786 -1.879
C -0.5612 6.9059 -1.7981 -1.654
C -2.5923 4.2473 -5.0993 -1.957
H -4.0578 4.6570 -2.7694 0.547
H -3.1523 5.8814 -2.1277 0.308
H -2.4215 4.3733 -2.1826 0.013
H -2.8235 6.6796 -5.7344 0.337
H -4.2055 6.4639 -4.5173 0.415
H -3.0688 7.9875 -2.9388 0.317
H -3.3091 8.5779 -4.5224 0.385
H -1.0142 8.9211 -3.4701 0.514
H -0.8764 8.0935 -5.0492 0.414
H 1.4153 8.0817 -3.5706 0.402
H 1.6459 6.3115 -3.2225 0.373
H 1.2232 6.8883 -4.8456 0.405
H -1.1431 7.7645 -1.4632 0.352
H -1.0799 6.0608 -1.3455 0.309
H 0.3927 7.0659 -1.2955 0.444
H -2.1612 3.3287 -4.7014 0.148
H -2.1933 4.5143 -6.0779 0.422
H -3.6178 3.9526 -5.3221 0.409
H -0.4991 4.2410 -2.6298 0.131
C 1.8309 -4.8238 -3.0826 -1.878
C 0.4488 -4.4325 -3.7285 1.657
C -0.2597 -3.3964 -2.8331 -0.911
C -1.5795 -2.7604 -3.2737 1.028
C -1.4297 -2.1401 -4.5896 -1.598
C -0.7291 -3.0200 -5.7159 1.572
N 0.3872 -3.8814 -5.1615 0.569
O 1.0718 -4.5614 -6.1123 -0.500
C -1.7885 -3.9381 -6.3331 -1.760
C -0.1935 -2.0259 -6.7701 -1.680
C -0.3912 -5.8004 -3.6352 -1.914
H 2.2267 -5.6066 -3.7296 0.512
H 2.5579 -4.0177 -3.1817 0.270
H 1.8212 -5.2068 -2.0622 0.300
H -0.4103 -3.9068 -1.8818 0.546
H 0.4311 -2.5533 -2.8399 -0.041
H -2.3129 -3.5582 -3.3906 0.417
H -1.9742 -2.0631 -2.5347 -0.959
H -1.0704 -1.1116 -4.5567 0.063
H -2.4449 -1.8943 -4.9011 0.542
H -2.0113 -4.6863 -5.5724 0.364
H -1.3760 -4.3750 -7.2425 0.448
H -2.6900 -3.3416 -6.4732 0.404
H 0.3245 -2.6006 -7.5379 0.399
H 0.5651 -1.3773 -6.3319 0.165
H -0.9872 -1.3823 -7.1495 0.362
H -1.4715 -5.7658 -3.7755 0.347
H -0.0069 -6.5475 -4.3296 0.433
H -0.2749 -6.2943 -2.6705 0.458
H 0.4167 -5.2185 -6.3582 0.376
C -3.6110 0.9935 -1.5882 -2.070
C -4.1956 0.2107 -0.4100 1.620
C -5.2399 -0.7663 -1.0495 -1.142
C -5.5498 -1.9134 -0.0587 -0.737
C -4.2764 -2.5832 0.2119 -1.053
C -3.2636 -1.6506 0.9782 1.274
N -3.0897 -0.5128 0.1277 1.129
O -2.0675 0.2297 0.5907 0.320
C -3.7318 -1.4021 2.4835 -1.282
C -2.0128 -2.5238 0.9245 -1.475
C -4.8395 1.2627 0.5238 -1.883
H -4.3864 1.2621 -2.3057 0.649
H -3.0834 1.9007 -1.2938 0.505
H -2.9484 0.3780 -2.1967 -0.274
H -6.2069 -0.2774 -1.1676 0.548
H -4.9658 -1.3456 -1.9312 0.340
H -6.0933 -1.5761 0.8239 0.368
H -6.0524 -2.7650 -0.5172 0.419
H -3.8422 -3.0496 -0.6725 0.177
H -4.6057 -3.3782 0.8809 0.434
H -3.0549 -0.8916 3.1686 -0.117
H -3.8819 -2.3528 2.9950 0.446
H -4.6918 -0.8902 2.4169 0.298
H -1.7365 -2.7262 -0.1103 -0.066
H -2.1460 -3.4784 1.4335 0.607
H -1.2037 -1.9480 1.3739 -0.173
H -4.1038 1.8208 1.1030 0.244
H -5.3329 2.0265 -0.0772 0.475
H -5.3967 0.8015 1.3392 0.334
H -1.4399 0.1807 -0.1341 -0.246